Entry 1:
17
Properties=species:S:1:pos:R:3:forces:R:3 method="wB97M-V/def2-TZVPD" relative_energy_kj_mol=376.04 e_lumo_ev="-5.9 / -8.6" largest_force_ha_per_bohr=0.0562 total_charge=+1 homo_ev="-13.63 / -13.62" spin_multiplicity=2 total_energy_ev=-9894.006 orbital_gap_ev="7.781 / 4.990"
O -0.487574 1.597081 -3.470814 -0.1 0.1 -0.4
C -0.637861 1.146229 -2.387828 1.2 -1.1 0.7
C 0.059933 -0.165327 -1.860570 0.2 0.7 -0.3
C -0.543693 -0.538917 -0.529918 -0.7 -1.3 -0.2
C 0.135028 -0.246177 0.731023 -2.8 -0.1 -0.5
C 1.171489 0.680857 0.819935 0.7 -0.4 1.3
C -0.085899 -0.826283 2.966025 0.5 -0.6 -0.2
N -0.601619 -0.815189 1.795286 1.2 0.6 -0.4
H -1.205296 1.644425 -1.580410 -0.4 0.3 -0.1
H 1.126116 0.025106 -1.715832 0.1 0.4 -0.1
H 0.110719 -0.943380 -2.626965 -0.6 0.0 0.2
H -0.974205 -1.557302 -0.412956 0.8 -0.2 -0.3
H -1.586473 -0.165856 -0.442430 0.2 0.7 0.3
H 1.492347 1.346027 0.032263 -0.1 -0.1 -0.1
H 1.710000 0.644787 1.762917 0.2 0.6 -0.2
H 0.922989 -0.464924 3.168767 -0.1 0.0 0.2
H -0.605999 -1.361149 3.751513 -0.2 0.4 0.2

***

Entry 2:
18
Properties=species:S:1:pos:R:3:forces:R:3 method="wB97M-V/def2-TZVPD" relative_energy_kj_mol=303.82 e_lumo_ev=0.8 largest_force_ha_per_bohr=0.1362 total_charge=0 homo_ev=-9.36 total_energy_ev=-11950.170 orbital_gap_ev=10.207
C 0.411294 2.232292 -0.749731 -0.2 0.2 -2.1
C 0.164638 0.313254 0.829788 -0.7 0.4 -4.2
C -1.328387 0.073192 0.449541 -0.1 -0.3 0.0
C -1.364687 -1.267355 -0.430096 4.4 2.3 4.9
C 1.241677 -1.752775 -0.336797 -2.4 -1.4 2.9
C 0.720937 -1.058064 0.903588 -1.4 -1.9 -1.2
H -0.513485 2.125838 -1.438659 0.9 0.3 1.6
H 0.311132 3.037953 0.034985 -0.1 -1.1 -0.6
H 1.148965 2.604730 -1.537100 -0.5 -0.5 1.4
H 0.366560 0.897197 1.665290 -0.1 1.0 1.7
H -1.856356 -0.055948 1.398636 -0.2 -0.4 -0.2
H -1.844685 0.865408 -0.059824 0.0 0.6 -0.2
H 1.241624 -1.182525 -1.243477 0.9 -0.2 -0.3
H 1.788442 -2.689759 0.005338 -0.3 1.4 -1.6
H 0.984721 -1.433700 1.890745 0.1 0.0 -0.3
N -0.243658 -1.974590 0.149882 2.3 -0.2 0.0
O 0.867315 0.945292 -0.311624 -0.4 0.7 0.6
O -2.096047 -1.680440 -1.220485 -2.3 -0.9 -2.5

***

Entry 3:
18
Properties=species:S:1:pos:R:3:forces:R:3 method="wB97M-V/def2-TZVPD" relative_energy_kj_mol=505.56 e_lumo_ev="0.1 / -0.2" largest_force_ha_per_bohr=0.0837 total_charge=0 homo_ev="-7.86 / -6.51" total_energy_ev=-11948.079 orbital_gap_ev="7.980 / 6.277"
C 1.437083 1.304858 0.914233 3.0 0.8 0.7
C 1.417379 1.114592 -0.540432 0.0 0.6 -0.8
C 0.600141 0.578471 1.571727 -3.0 -1.5 -1.7
C 0.057936 0.623417 -1.246024 -0.4 2.7 -0.5
C -0.722327 -0.446547 -0.662159 0.0 1.4 3.3
C -0.236846 -1.818966 -0.668553 2.1 -1.5 3.5
N -2.026745 -0.168418 -0.250059 0.5 3.1 -1.1
O 2.356766 1.346856 -1.275424 -0.5 -0.1 0.4
O 0.364462 0.270079 2.810800 -2.0 -0.3 1.7
H 2.334160 1.754247 1.488399 -1.3 -0.3 -1.4
H -0.678780 1.517076 -1.429844 1.6 -1.2 0.6
H 0.471465 0.456205 -2.228199 -0.1 -0.7 -0.5
H -0.488255 -2.236014 -1.575797 -0.9 -1.7 -1.9
H -0.428523 -2.497659 0.263724 -0.8 1.2 -1.8
H 0.874402 -1.929828 -0.594347 -0.6 0.9 -0.5
H -2.460140 -0.742244 0.380145 -0.9 -2.6 1.5
H -0.633972 0.088984 2.888476 2.3 0.2 0.0
H -2.238205 0.784894 0.153333 0.9 -1.2 -1.3

***

Entry 4:
18
Properties=species:S:1:pos:R:3:forces:R:3 method="wB97M-V/def2-TZVPD" relative_energy_kj_mol=767.08 e_lumo_ev=-0.1 largest_force_ha_per_bohr=0.1160 total_charge=0 homo_ev=-9.98 total_energy_ev=-11945.368 orbital_gap_ev=9.875
C 1.636459 -1.727217 -0.701530 3.6 0.1 -0.6
C 1.704901 -0.497234 -0.241534 -4.3 1.6 1.3
C -0.969889 -0.308693 1.221308 -0.3 2.2 0.5
C 0.061901 0.525639 0.503972 1.0 -5.4 -2.3
C -1.191394 0.236305 -0.221201 -2.0 -1.8 2.0
C -2.480099 1.054698 -0.496481 3.7 0.6 2.6
N 2.824131 0.372901 -0.102756 -0.5 -0.3 -0.2
O 3.728658 -0.075879 0.549362 1.3 0.1 0.5
O 2.733306 1.478593 -0.589477 0.3 0.3 0.0
H 2.543161 -2.363913 -1.102648 -1.9 1.6 0.9
H 0.687886 -2.131603 -0.712344 -1.8 -1.2 -0.1
H -0.793955 -1.296232 1.508649 0.5 -1.7 -0.5
H -1.554641 0.114316 2.087618 0.8 0.3 -1.2
H 0.404989 1.398163 0.840643 1.3 3.4 1.0
H -1.197183 -0.624583 -0.858496 0.7 -0.1 -0.7
H -2.919179 1.511740 0.368597 -0.2 -0.1 0.7
H -3.141295 0.505751 -1.018591 -2.2 -1.8 -1.8
H -2.077763 1.827255 -1.035094 0.2 2.3 -2.0

***

Entry 5:
18
Properties=species:S:1:pos:R:3:forces:R:3 method="wB97M-V/def2-TZVPD" relative_energy_kj_mol=380.17 e_lumo_ev=-0.1 largest_force_ha_per_bohr=0.0487 total_charge=0 homo_ev=-7.98 total_energy_ev=-11949.378 orbital_gap_ev=7.914
C 1.807703 -0.752874 0.646089 0.0 0.0 0.0
C -1.161568 -0.026778 0.202059 -0.4 -0.4 0.9
C 1.128619 -0.397341 -0.654515 1.2 -0.5 -1.8
C -0.760447 1.095194 0.754093 0.2 0.1 -0.5
N -0.825338 -0.471797 -2.197399 0.3 -0.5 -0.1
C -0.382240 -0.790073 -0.827186 0.1 1.4 -1.7
C -0.522411 2.231861 1.336200 0.2 0.4 0.4
O -2.195390 -0.696062 0.817540 0.4 -0.8 0.6
O 1.784086 0.031783 -1.612702 -1.6 -0.5 1.9
H -2.631581 -0.074905 1.427619 0.2 -0.3 -0.4
H -0.772498 -1.320686 -2.756696 -0.1 0.2 0.0
H -0.116556 0.147195 -2.606938 -0.3 -0.2 0.2
H -0.485069 -1.866711 -0.653190 0.0 0.2 0.3
H 1.917955 0.147949 1.254404 0.0 -0.1 0.1
H 2.801463 -1.156740 0.436417 -0.1 0.2 -0.1
H 1.235629 -1.501749 1.198707 0.0 0.2 0.1
H -1.313757 2.790449 1.823828 -0.2 0.9 -1.1
H 0.491400 2.611284 1.411671 0.2 -0.4 1.2

***

Entry 6:
18
Properties=species:S:1:pos:R:3:forces:R:3 method="wB97M-V/def2-TZVPD" relative_energy_kj_mol=340.83 e_lumo_ev=0.7 largest_force_ha_per_bohr=0.0844 total_charge=0 homo_ev=-10.13 total_energy_ev=-11949.786 orbital_gap_ev=10.856
C -1.891738 0.947244 -0.167403 -3.5 -0.3 -2.6
C -0.620244 0.136984 0.054986 1.6 -0.9 -0.2
C -0.687268 -1.101327 0.952814 2.5 -0.9 -2.8
C -0.650131 -1.413582 -0.554885 -3.0 2.2 -0.8
C 0.559102 1.125405 0.141365 -1.1 2.4 -1.2
C 2.585419 -0.211412 -0.048001 3.8 0.3 -0.3
H -2.299726 0.983255 -1.419061 1.8 0.0 3.6
H -2.080929 2.109632 0.230795 0.8 -3.8 -0.6
H -2.576845 0.084118 0.189725 -0.2 2.3 -0.1
H 0.266478 -1.492106 1.280499 0.2 0.6 0.8
H -1.468177 -1.489388 1.526175 -1.5 0.2 0.8
H -1.735255 -1.461122 -1.022817 2.4 -0.2 0.9
H 0.081031 -1.989516 -1.204877 -0.5 1.2 1.4
H 2.506619 1.834663 0.095588 -1.3 -1.4 -0.2
H 2.001431 -1.112313 -0.201723 -0.3 -0.2 0.1
N 1.906003 0.970911 -0.027703 1.8 -1.0 0.7
O 0.269908 2.317475 0.174032 -0.6 -0.5 0.6
O 3.834320 -0.238917 0.000484 -3.1 -0.1 0.0

***

Entry 7:
18
Properties=species:S:1:pos:R:3:forces:R:3 method="wB97M-V/def2-TZVPD" relative_energy_kj_mol=568.59 e_lumo_ev=0.8 largest_force_ha_per_bohr=0.0929 total_charge=0 homo_ev=-8.87 total_energy_ev=-11947.426 orbital_gap_ev=9.712
C 2.071594 -0.655581 0.739875 2.4 -1.6 2.9
C 0.724417 -0.453254 0.156607 2.6 0.8 -1.6
C -1.255536 0.662869 -1.291626 0.6 -3.8 1.2
C -1.489281 1.520021 -0.198516 3.6 1.8 2.6
C -1.732060 0.102032 0.115038 -0.4 -1.6 -1.2
C -0.529672 -0.564118 0.909327 -2.6 1.8 0.3
H 2.796152 -0.798952 -1.117310 0.6 -0.9 2.4
H 2.068843 -1.571160 1.508388 -0.2 2.5 -0.9
H 2.395178 0.419082 1.239027 -0.4 -2.8 -0.9
H -2.137599 0.771014 -1.830403 -0.5 -0.8 -2.7
H -2.217624 2.233671 -0.393607 -1.1 1.4 0.3
H -0.508712 1.804257 0.280115 -1.5 0.6 -0.1
H -2.755925 -0.474178 0.043070 2.2 1.5 0.7
H -0.925977 -1.526696 0.928089 0.2 -2.3 0.1
H -0.520891 -0.289293 2.031115 0.5 0.1 -1.8
N 1.016321 -0.085216 -1.055612 -2.6 -0.6 1.6
O 3.052875 -1.196315 -0.198325 -1.4 2.0 -1.3
O -0.052104 0.101817 -1.865251 -2.1 1.9 -1.7

***

Entry 8:
18
Properties=species:S:1:pos:R:3:forces:R:3 method="wB97M-V/def2-TZVPD" relative_energy_kj_mol=596.16 e_lumo_ev=0.8 largest_force_ha_per_bohr=0.0997 total_charge=0 homo_ev=-8.99 total_energy_ev=-11947.140 orbital_gap_ev=9.801
C 2.205045 0.131469 -0.599663 4.9 0.6 1.4
C 0.165641 0.491156 0.498681 0.8 1.0 0.9
C 0.157813 -0.995280 0.866893 0.2 -1.7 1.5
C -0.845920 -1.516998 -0.272902 -0.2 -0.9 0.6
C -1.222871 0.795610 0.245079 -2.2 -1.8 0.0
C -0.483473 2.027612 0.202541 0.1 1.2 1.3
H 2.758732 0.235091 -1.609644 -0.9 -0.5 1.3
H -0.282252 -1.425612 1.870299 1.0 1.7 -1.7
H 1.221734 -1.366064 0.761818 -1.6 0.0 0.4
H -0.267585 -2.076518 -1.188642 -1.7 1.9 1.9
H -1.482573 -2.309380 0.247702 0.6 1.1 -1.1
H -1.302280 -0.102028 -1.460113 1.2 1.2 -4.3
H -1.837600 0.802272 1.181913 0.8 -0.3 -0.6
H -0.910879 2.820168 0.906867 1.4 -1.1 -1.0
H 0.044815 2.316624 -0.702633 -0.3 0.4 0.4
N -1.752141 -0.208654 -0.643037 -0.3 -2.9 2.1
O 2.879804 -0.054187 0.452222 -2.7 0.4 -3.4
O 0.953988 0.434722 -0.757388 -1.2 -0.3 0.1

***

Entry 9:
19
Properties=species:S:1:pos:R:3:forces:R:3 method="wB97M-V/def2-TZVPD" relative_energy_kj_mol=397.53 e_lumo_ev="-0.4 / -0.4" largest_force_ha_per_bohr=0.0867 total_charge=0 homo_ev="-7.95 / -7.95" total_energy_ev=-22784.291 orbital_gap_ev="7.564 / 7.560"
C -0.386399 -0.936013 0.276654 0.7 0.9 -1.1
C 1.118619 -0.217319 -1.480268 -2.5 0.7 3.5
C -0.632497 -2.015297 0.954922 -0.3 -2.2 1.1
C -0.984571 0.417838 0.455761 -1.0 0.4 0.6
C 1.904640 -0.122870 -2.628386 1.4 -1.9 -3.8
C -1.548279 0.715136 1.900441 3.0 -0.3 -0.8
N 0.583592 -1.035341 -0.773333 0.1 -0.5 -0.6
O -0.116237 2.937938 0.168061 0.3 -1.3 0.0
O 1.450055 1.259825 1.124494 1.1 -0.4 1.7
S 0.426371 1.567724 0.184034 -0.9 1.1 -3.2
H -0.119032 -2.995852 0.879220 -0.2 1.0 -0.4
H -1.427145 -1.997170 1.672519 -0.2 0.1 0.5
H -1.733787 0.623395 -0.333685 0.6 0.1 0.2
H 2.905142 0.278822 -2.406789 -0.4 -0.2 -0.3
H 1.411201 0.424033 -3.435777 0.1 0.7 0.5
H 1.931904 -1.181766 -3.219196 0.4 2.0 1.9
H -1.491493 1.808428 2.105406 -0.1 -0.8 -0.1
H -0.771108 0.139132 2.476979 -1.1 1.0 0.3
H -2.520977 0.329357 2.078944 -0.8 -0.4 0.0

***

Entry 10:
19
Properties=species:S:1:pos:R:3:forces:R:3 method="wB97M-V/def2-TZVPD" relative_energy_kj_mol=485.64 e_lumo_ev=0.2 largest_force_ha_per_bohr=0.0664 total_charge=0 homo_ev=-9.17 total_energy_ev=-13995.575 orbital_gap_ev=9.342
C -1.146784 -0.374346 0.141033 0.4 -1.4 0.2
C -0.089955 0.461367 0.200190 1.3 1.2 0.0
C -0.761119 -1.855445 0.165455 0.4 2.0 1.1
C 1.222896 -0.276321 0.270195 -0.9 -1.2 0.6
C 0.739668 -1.682712 -0.137002 0.8 -1.3 -3.0
C 1.138593 2.578162 -0.231790 -1.0 -0.8 -3.1
N -2.525007 -0.073315 0.054030 -0.1 1.1 -0.3
O -2.817773 1.086752 0.234622 -0.5 1.0 0.2
O -3.334829 -0.934435 -0.230224 0.1 -0.7 0.0
O -0.033912 1.801266 0.112777 -1.0 -0.2 0.3
H -0.693802 -2.147945 1.235368 -1.2 -0.5 -0.5
H -1.495297 -2.388061 -0.506743 1.4 0.0 0.9
H 1.941851 0.278904 -0.387795 -0.2 -1.2 0.8
H 1.589460 -0.578168 1.291402 0.0 1.8 -0.5
H 1.345930 -2.472707 0.353193 -0.3 0.4 -0.7
H 0.816116 -1.723711 -1.256839 0.3 -0.4 0.8
H 0.649145 3.556832 -0.435559 1.1 -0.3 1.1
H 1.481213 2.317826 -1.320259 -0.4 0.0 1.9
H 1.973602 2.426059 0.447947 -0.2 0.6 0.2

***

Entry 11:
19
Properties=species:S:1:pos:R:3:forces:R:3 method="wB97M-V/def2-TZVPD" relative_energy_kj_mol=313.33 e_lumo_ev=0.5 largest_force_ha_per_bohr=0.1057 total_charge=0 homo_ev=-9.08 total_energy_ev=-13997.361 orbital_gap_ev=9.617
C 0.615122 -0.724883 -2.627248 -0.2 0.4 2.0
C 0.430539 -0.420793 -1.475330 0.0 0.6 -1.2
C -1.376238 1.016977 -0.551716 3.9 -2.9 -2.4
C 1.797578 0.261694 1.432978 -0.2 0.0 -1.0
C -0.681466 -1.188081 0.459159 0.3 -0.6 2.0
C -0.141924 0.105694 -0.223983 0.0 -2.1 -0.6
N 0.747185 0.842063 0.556585 2.2 2.7 2.0
O -1.756335 1.105376 -1.799099 -1.0 0.6 -1.8
O -1.866641 1.538290 0.351745 -2.8 2.5 3.2
O -1.184170 -0.875279 1.766037 0.4 -0.8 -0.3
H 0.783766 -0.960319 -3.613530 0.4 -0.5 -1.5
H 2.296505 -0.464093 0.772825 -0.1 -0.6 1.0
H 2.621415 0.985065 1.680036 -1.1 -0.2 -0.4
H 1.292757 -0.054559 2.374380 0.9 -0.6 -0.6
H 0.083354 -2.056385 0.637506 -1.1 1.8 -0.8
H -1.501116 -1.541550 -0.139555 -0.3 -0.6 -0.5
H 0.374364 1.584034 1.142931 -0.8 -0.2 -0.9
H -1.187133 0.783234 -2.550925 -0.2 0.0 1.8
H -1.347561 0.063523 1.807211 -0.3 0.6 0.0